(1)
Below is a structure of composition C4H8NO3 in a non-equilibrium geometry, with properties calculated with the ωB97M-V functional and the def2-TZVPD basis.

Last column: Löwdin charge in e.
Geometry (Å):
1 C 0.6771 -0.2395 -0.9508  -0.265
2 C 0.5045 -0.8711 0.3574  -0.014
3 C 1.2977 -0.4673 1.5334  -0.390
4 O 1.0533 -0.9368 2.7759  -0.217
5 N -0.1500 1.0011 -1.0508  0.029
6 C -1.1940 0.8873 -2.1515  -0.755
7 O -2.2297 1.6152 -2.0757  -0.108
8 O -0.9992 0.0624 -3.0522  -0.072
9 H 1.7504 0.1863 -1.1060  0.135
10 H 0.4764 -0.8013 -1.8781  0.106
11 H 0.6950 0.3693 1.0369  0.140
12 H -0.0834 -1.7905 0.4048  0.144
13 H -1.7641 0.0159 2.0086  0.020
14 H 2.3624 -0.3410 1.4845  0.133
15 H -1.9059 0.2065 2.7394  0.041
16 H -0.4905 1.1035 -0.0758  0.072

LUMO energy (eV): 2.20
Charge: -1
Energy relative to the best compared isomer or geometry (same formula, charge and spin) (eV): 6.773
HOMO energy (eV): -4.518

=====

(2)
Below is a cluster of 2 separate species, C4H10N in total in a non-equilibrium geometry, with properties calculated with the ωB97M-V functional and the def2-TZVPD basis.

Last column: Löwdin charge in e.
Geometry (Å):
1 C -0.1319 -1.4090 1.8781  -0.072
2 C -1.3127 -0.4453 1.7246  -0.185
3 C -1.2577 0.2972 0.4187  -0.035
4 C -0.2133 0.3117 -0.3350  0.408
5 N 1.9667 1.4747 -3.3397  0.017
6 H 0.7912 -0.8232 1.8592  0.093
7 H -0.0846 -2.0587 1.0085  0.089
8 H -0.1529 -2.0048 2.7722  0.090
9 H -1.3098 0.3130 2.5068  0.146
10 H -2.2734 -0.9596 1.8255  0.141
11 H -2.1711 0.8538 0.1823  0.187
12 H -0.1749 0.1440 -1.4091  0.130
13 H 1.4445 2.0087 -2.6651  -0.015
14 H 1.9588 0.5056 -3.0496  -0.008
15 H 2.9211 1.7920 -3.3773  0.016

LUMO energy (eV): -8.45
Charge: +1
Energy relative to the best compared isomer or geometry (same formula, charge and spin) (eV): 5.483
HOMO energy (eV): -13.123